Record 1
The following is a DFT calculation (ωB97M-V with the def2-TZVPD basis set) of a cluster of 2 separate species, C4H9N2O in total at a distorted geometry.

gap between HOMO and LUMO: 10.21 eV
charge: +1

Each line ends with the Löwdin charge.
Cartesian coordinates (Å):
C (-1.082, -1.918, 0.327)  0.01
C (-0.469, -0.540, 0.386)  -0.25
C (-1.101, 0.614, -0.115)  -0.01
N (-0.154, 1.626, -0.039)  0.10
C (0.900, 1.157, 0.722)  -0.05
N (0.724, -0.157, 1.024)  0.14
H (-1.944, -2.064, -0.272)  0.09
H (-1.393, -2.190, 1.253)  0.06
H (-0.433, -2.574, -0.108)  0.06
H (-2.142, 0.755, -0.491)  0.16
H (-0.141, 2.598, -0.379)  0.19
H (1.726, 1.695, 1.118)  0.14
H (1.466, -0.858, 1.409)  0.24
H (1.521, 0.018, -2.128)  -0.03
H (0.471, -0.899, -2.312)  0.13
O (0.924, -0.330, -1.613)  0.00

Record 2
The following is a DFT calculation (ωB97M-V with the def2-TZVPD basis set) of an isolated molecule of C2H4BrP at a distorted geometry.

gap between HOMO and LUMO: 10.62 eV
structure (SMILES): Br[C@H]1CP1

Each line ends with the Löwdin charge.
Cartesian coordinates (Å):
Br (2.994, 0.034, -0.005)  0.55
C (1.072, -0.079, 0.367)  -1.01
C (0.054, 0.160, -0.724)  -0.44
P (0.152, -1.592, -0.068)  0.83
H (0.998, 0.431, 1.267)  0.01
H (-0.918, 0.676, -0.622)  0.06
H (0.307, 0.346, -1.829)  0.09
H (-0.764, -1.551, 1.031)  -0.09

Record 3
The following is a DFT calculation (ωB97M-V with the def2-TZVPD basis set) of an isolated molecule of C6H6O at a distorted geometry.

gap between HOMO and LUMO (alpha / beta): 7.76 / 7.23 eV

Each line ends with the Löwdin charge.
Cartesian coordinates (Å):
O (-1.658, 0.835, 1.302)  -0.07
C (-0.653, -0.150, 1.274)  -0.22
C (0.190, -0.120, -0.001)  -0.23
C (-0.193, 0.701, -1.044)  -0.22
C (0.340, 1.582, -2.008)  0.14
C (1.205, -1.110, -0.089)  -0.09
C (2.018, -1.998, -0.183)  0.15
H (-1.249, 1.709, 1.218)  0.10
H (0.052, -0.027, 2.118)  0.13
H (-1.155, -1.117, 1.414)  0.13
H (-1.283, 0.807, -0.906)  0.12
H (-0.386, 1.639, -2.854)  0.01
H (2.772, -2.750, -0.241)  0.03

One value per record, in order, for ΔE to the lowest compared entry with this formula, charge and spin: 1.893, 1.063, 6.632 eV.